Entry 1:
ORCA calculation (ωB97M-V with the def2-TZVPD basis set) on a 12-piece molecular cluster, C36H68O36 overall at a distorted geometry.

The calculation puts the energy relative to the best compared isomer or geometry (same formula, charge and spin) at 672.2 kJ/mol. For the gap between HOMO and LUMO, the calculation gives 10.3 eV. As for the net charge: 0. The total energy is -4120.94441 Eh. Its SMILES is COC(=O)OC.COC(=O)OC.COC(=O)OC.COC(=O)OC.COC(=O)OC.COC(=O)OC.COC(=O)OC.COC(=O)OC.COC(=O)OC.COC(=O)OC.O=C1OCCO1.O=C1OCCO1.

Each line ends with the Löwdin charge.
Element x y z (Å)
1 C 0.93479 -1.24675 -2.37573  -0.084
2 C 2.44162 -1.26627 -2.00460  -0.162
3 O 2.41234 -0.25575 -1.07337  0.033
4 C 1.19595 -0.30263 -0.36212  -0.515
5 O 0.93700 0.10594 0.75539  0.139
6 O 0.32482 -0.95611 -1.10245  0.067
7 H 0.53573 -2.13714 -2.86159  0.131
8 H 0.68763 -0.39138 -3.00452  0.130
9 H 3.03076 -1.11929 -2.90981  0.131
10 H 2.84419 -2.19415 -1.59829  0.130
11 C -4.47310 -3.64230 -6.13186  -0.131
12 C -4.49159 -3.32409 -7.65885  -0.105
13 O -5.16374 -2.08132 -7.76352  0.080
14 C -5.61228 -1.70818 -6.58653  -0.530
15 O -6.23890 -0.65093 -6.46198  0.120
16 O -5.15098 -2.56201 -5.62707  0.057
17 H -3.44726 -3.69282 -5.76690  0.131
18 H -5.03234 -4.55623 -5.93165  0.131
19 H -5.02970 -4.07320 -8.23968  0.121
20 H -3.56997 -3.33574 -8.24072  0.125
21 C 6.00865 -7.39924 1.99755  -0.092
22 O 5.85619 -6.10459 1.51593  0.016
23 C 6.98488 -5.36715 1.47663  -0.582
24 O 8.11711 -5.73449 1.78543  0.103
25 O 6.69225 -4.24827 0.85701  0.010
26 C 7.76457 -3.35136 0.59727  -0.032
27 H 6.62666 -8.02536 1.35402  0.097
28 H 5.08356 -7.97456 2.03377  0.092
29 H 6.40565 -7.57380 2.99756  0.098
30 H 7.54610 -2.79519 -0.31435  0.096
31 H 8.72333 -3.86162 0.50496  0.094
32 H 7.84344 -2.67861 1.45125  0.099
33 C -4.11555 2.84670 5.40759  -0.052
34 O -4.65355 2.85704 6.71605  0.000
35 C -3.99891 3.34913 7.78189  -0.534
36 O -2.80394 3.73450 7.86984  0.074
37 O -4.80793 3.13381 8.80886  0.009
38 C -4.36087 3.11660 10.13820  -0.060
39 H -3.16725 2.31332 5.47337  0.096
40 H -4.05675 3.81400 4.90863  0.098
41 H -4.56695 2.22249 4.63642  0.089
42 H -3.28772 3.11493 10.32912  0.099
43 H -4.78295 2.36489 10.80521  0.089
44 H -4.83766 3.96038 10.63702  0.091
45 C 6.24277 5.04729 -1.25482  -0.088
46 O 5.26154 5.98086 -1.51732  -0.014
47 C 5.20497 7.15383 -0.78691  -0.472
48 O 5.93361 7.52324 0.16896  0.075
49 O 4.12697 7.83815 -1.27709  -0.025
50 C 3.68743 9.08283 -0.64330  -0.023
51 H 6.78794 4.76241 -2.15467  0.093
52 H 5.83367 4.13229 -0.82645  0.094
53 H 7.00171 5.42008 -0.56697  0.091
54 H 4.58490 9.66764 -0.44169  0.087
55 H 3.18163 8.93101 0.31023  0.091
56 H 3.07041 9.74274 -1.25313  0.089
57 C 0.08877 5.95370 0.78278  -0.058
58 O -0.77339 6.76084 0.08127  0.015
59 C -1.14779 6.40164 -1.11681  -0.664
60 O -0.72738 5.54558 -1.87220  0.122
61 O -2.04412 7.25677 -1.40750  0.025
62 C -2.51891 7.51476 -2.68926  -0.041
63 H -0.58741 5.25077 1.26937  0.104
64 H 0.50370 6.59182 1.56300  0.099
65 H 0.85620 5.44802 0.19673  0.103
66 H -3.33532 8.23656 -2.66484  0.095
67 H -2.89520 6.63199 -3.20620  0.099
68 H -1.73231 7.99761 -3.26911  0.102
69 C 6.03511 3.23093 3.63390  -0.040
70 O 7.33176 2.75942 3.40943  0.031
71 C 8.31991 3.47505 3.82884  -0.600
72 O 8.31349 4.61793 4.27106  0.112
73 O 9.46400 2.78772 3.64706  0.015
74 C 10.63947 3.49069 3.62014  -0.105
75 H 5.22572 2.50401 3.56631  0.099
76 H 5.82981 4.16435 3.10980  0.106
77 H 6.01326 3.37757 4.71377  0.099
78 H 10.95862 3.96361 2.69139  0.099
79 H 11.51409 2.95581 3.99034  0.094
80 H 10.67030 4.30879 4.33977  0.090
81 C -0.74663 0.61058 -11.59508  -0.034
82 O -0.29418 0.76515 -10.24822  0.035
83 C -0.87027 1.68166 -9.53848  -0.603
84 O -1.93361 2.31712 -9.82459  0.057
85 O -0.20998 1.80417 -8.41634  0.021
86 C -0.74607 2.64913 -7.41201  -0.048
87 H -1.25385 1.47648 -12.02059  0.092
88 H -1.40940 -0.24220 -11.74202  0.099
89 H 0.11339 0.58134 -12.26412  0.093
90 H -1.76721 2.44944 -7.08719  0.097
91 H -0.66379 3.70482 -7.67057  0.101
92 H -0.25978 2.44660 -6.45776  0.090
93 C -6.28857 -3.52830 0.15214  -0.048
94 O -5.00042 -3.18681 0.55588  0.021
95 C -4.67735 -3.22093 1.81611  -0.535
96 O -5.48887 -3.31042 2.76691  0.080
97 O -3.32194 -3.24524 1.95613  -0.014
98 C -2.74280 -3.36388 3.14268  -0.114
99 H -6.87596 -2.66361 -0.15671  0.104
100 H -6.74813 -4.25322 0.82399  0.103
101 H -6.17756 -4.09534 -0.77212  0.092
102 H -3.24008 -4.21119 3.61479  0.100
103 H -2.91450 -2.42109 3.66208  0.109
104 H -1.70726 -3.69952 3.08701  0.102
105 C -5.48614 2.68403 -1.58446  -0.040
106 O -6.20026 3.87241 -1.30801  0.005
107 C -7.38461 4.21334 -1.78704  -0.628
108 O -8.20307 3.42640 -2.31323  0.087
109 O -7.53111 5.43137 -1.53210  0.056
110 C -8.60241 6.08395 -2.01953  -0.074
111 H -5.38415 2.57630 -2.66432  0.095
112 H -6.00598 1.78132 -1.26357  0.094
113 H -4.45202 2.68892 -1.23994  0.093
114 H -8.90897 6.88062 -1.34172  0.102
115 H -9.50446 5.50338 -2.21279  0.104
116 H -8.29233 6.53295 -2.96312  0.107
117 C 2.93071 -3.64987 5.59570  0.011
118 O 2.97913 -4.63679 6.68352  -0.003
119 C 2.30289 -5.75346 6.76675  -0.609
120 O 1.68640 -6.27466 5.85061  0.097
121 O 2.46942 -6.27142 8.00399  0.004
122 C 2.02956 -7.62854 8.23026  -0.047
123 H 3.18098 -4.14396 4.65690  0.092
124 H 3.66979 -2.85028 5.54547  0.087
125 H 1.95292 -3.19573 5.75623  0.101
126 H 2.65267 -8.13477 8.96753  0.090
127 H 2.15894 -8.20840 7.31642  0.084
128 H 0.99768 -7.89002 8.46470  0.091
129 C -3.72227 -9.74496 -1.49155  -0.049
130 O -3.24331 -8.68639 -2.32605  0.015
131 C -2.20252 -7.94764 -1.93136  -0.515
132 O -1.65675 -7.19560 -2.75980  0.082
133 O -1.73619 -8.25555 -0.65558  -0.050
134 C -0.66550 -7.41250 -0.19988  -0.041
135 H -3.53675 -9.63665 -0.42292  0.088
136 H -3.23597 -10.67943 -1.77152  0.098
137 H -4.80442 -9.87166 -1.45987  0.093
138 H -0.11026 -7.84141 0.63429  0.092
139 H -1.22418 -6.60592 0.27489  0.094
140 H 0.03995 -7.03495 -0.94007  0.094

Entry 2:
ORCA calculation (ωB97M-V with the def2-TZVPD basis set) on a 6-piece molecular cluster, C36H70BN12O8 overall at a distorted geometry.

For the gap between HOMO and LUMO, the calculation gives 7.8 eV. As for the net charge: +1. The total energy is -2697.42811 Eh.

Each line ends with the Löwdin charge.
Element x y z (Å)
1 C 4.07855 -4.16391 2.94534  0.017
2 B 3.15632 -2.97372 2.47731  -0.450
3 O 2.16265 -2.55022 3.32415  0.132
4 C 3.42043 -2.26892 1.05767  -0.086
5 N 3.77529 -0.82695 1.12563  0.057
6 C 2.96032 0.02680 2.03466  -0.090
7 C 3.62233 0.25941 3.38159  -0.224
8 O 3.10442 1.45373 3.92164  -0.028
9 C 3.97801 -0.25330 -0.10050  -0.210
10 N 4.83184 0.72775 -0.22228  0.085
11 C 5.11471 1.36625 -1.53414  -0.175
12 N 5.99691 0.54992 -2.33465  0.067
13 C 5.54686 1.26201 0.90639  -0.209
14 C 5.13550 2.45927 1.45495  -0.012
15 C 5.84170 2.96012 2.52765  -0.118
16 N 6.88408 2.35905 3.09253  0.097
17 C 7.26522 1.21048 2.53712  -0.119
18 C 6.66086 0.61524 1.44455  0.024
19 N 3.32765 -0.65167 -1.27441  0.165
20 C 3.00030 -2.05458 -1.33131  -0.236
21 O 4.23594 -2.74923 -1.62966  0.038
22 C 4.61905 -2.58570 -2.85433  -0.342
23 N 4.97972 -2.40028 -3.92467  0.197
24 C 2.36968 -2.57621 -0.04707  -0.317
25 C 2.02867 -4.05561 -0.17565  -0.090
26 C 3.17656 -5.00060 -0.34703  -0.232
27 N 3.14614 -5.85298 -1.28166  0.124
28 C 1.05178 -1.77480 0.07017  -0.111
29 C 0.03169 -2.13199 1.14076  -0.157
30 C -1.35176 -1.58121 0.72976  -0.424
31 C -2.47939 -2.23249 1.50164  -0.069
32 C -1.36040 -0.08484 1.05355  -0.075
33 H 4.28896 -4.01362 3.99908  0.076
34 H 5.03757 -4.13603 2.43643  0.059
35 H 3.62609 -5.14074 2.79457  0.076
36 H 1.63361 -3.29666 3.62565  0.130
37 H 4.32744 -2.75017 0.70733  0.116
38 H 2.85855 1.01221 1.58458  0.126
39 H 1.95249 -0.34080 2.17143  0.114
40 H 4.70347 0.27110 3.29126  0.108
41 H 3.37640 -0.57735 4.03167  0.117
42 H 2.71385 1.27649 4.77728  0.096
43 H 4.18639 1.61451 -2.03357  0.126
44 H 5.60232 2.30281 -1.28727  0.123
45 H 6.21573 -0.32330 -1.88248  0.067
46 H 5.62612 0.37047 -3.25420  0.072
47 H 4.28261 2.99384 1.07302  0.129
48 H 5.53498 3.90165 2.95202  0.117
49 H 8.11134 0.71520 2.98552  0.114
50 H 7.05456 -0.31234 1.04474  0.089
51 H 2.50946 -0.08265 -1.45609  0.169
52 H 2.29762 -2.21379 -2.14153  0.176
53 H 1.44447 -4.39999 0.67243  0.125
54 H 1.41002 -4.18693 -1.05994  0.140
55 H 4.03083 -4.95383 0.32260  0.105
56 H 3.97996 -6.43556 -1.26393  0.054
57 H 1.24176 -0.71313 0.15134  0.098
58 H 0.54041 -1.89555 -0.88610  0.135
59 H -0.09040 -3.20086 1.29807  0.111
60 H 0.25312 -1.66576 2.09024  0.094
61 H -1.51430 -1.69820 -0.33286  0.104
62 H -2.37789 -2.08066 2.57290  0.090
63 H -2.60331 -3.28212 1.26483  0.062
64 H -3.40610 -1.76147 1.19880  0.072
65 H -1.12714 0.03786 2.10777  0.082
66 H -2.31177 0.36817 0.81360  0.072
67 H -0.61353 0.45555 0.47806  0.070
68 C 9.50401 -3.26476 1.07210  0.001
69 C 8.09685 -3.26372 0.53397  -0.528
70 O 7.26338 -2.43751 0.91853  -0.009
71 N 7.78203 -4.20201 -0.38283  0.021
72 C 8.63975 -5.23561 -0.94269  -0.057
73 H 9.59942 -2.45984 1.79367  0.083
74 H 9.72612 -4.20944 1.56850  0.091
75 H 10.22349 -3.10475 0.26912  0.092
76 H 6.82999 -4.15436 -0.70116  0.125
77 H 8.70834 -5.11626 -2.02400  0.090
78 H 8.22595 -6.22179 -0.72918  0.087
79 H 9.63626 -5.17855 -0.52060  0.075
80 C -3.55310 1.76587 -2.55828  -0.010
81 C -3.68370 0.30862 -2.19288  -0.525
82 O -2.79430 -0.29609 -1.60307  0.016
83 N -4.83058 -0.32682 -2.53174  0.016
84 C -5.98518 0.21375 -3.22407  -0.069
85 H -2.59042 2.13098 -2.21886  0.083
86 H -3.61613 1.89747 -3.63921  0.092
87 H -4.32715 2.36112 -2.07816  0.066
88 H -4.85593 -1.29427 -2.24930  0.142
89 H -6.87312 0.12823 -2.59601  0.085
90 H -6.16242 -0.33863 -4.14783  0.085
91 H -5.82855 1.25831 -3.46911  0.063
92 C -4.53137 7.05222 -3.18026  -0.002
93 C -4.71119 5.59620 -2.82243  -0.544
94 O -3.84043 4.95886 -2.24380  0.016
95 N -5.88860 5.02097 -3.17003  0.015
96 C -7.01538 5.63996 -3.85411  -0.070
97 H -3.55098 7.36926 -2.83887  0.081
98 H -4.59492 7.19669 -4.25862  0.090
99 H -5.29449 7.66450 -2.69943  0.073
100 H -5.95980 4.05229 -2.90549  0.120
101 H -7.90354 5.58507 -3.22495  0.081
102 H -7.21622 5.10533 -4.78515  0.086
103 H -6.81463 6.67562 -4.07665  0.044
104 C -4.63507 -5.45718 1.81271  -0.015
105 C -5.48407 -4.30144 2.29312  -0.548
106 O -5.47238 -3.21074 1.74577  0.025
107 N -6.27907 -4.52522 3.37166  0.007
108 C -6.42931 -5.74428 4.14558  -0.075
109 H -4.06751 -5.13125 0.94762  0.071
110 H -3.94180 -5.77870 2.59084  0.085
111 H -5.26142 -6.30071 1.52164  0.085
112 H -6.82183 -3.72057 3.64239  0.140
113 H -7.46532 -6.08407 4.11421  0.084
114 H -6.15834 -5.56467 5.18699  0.083
115 H -5.79452 -6.52987 3.75183  0.070
116 C -10.08106 8.21159 -2.26089  -0.008
117 C -8.67794 8.73618 -2.45154  -0.541
118 O -8.01863 8.46692 -3.44569  0.013
119 N -8.16619 9.52411 -1.47365  0.011
120 C -8.79528 9.94440 -0.23410  -0.071
121 H -10.34006 7.60519 -3.12280  0.083
122 H -10.14540 7.59589 -1.36306  0.085
123 H -10.79383 9.03257 -2.18271  0.087
124 H -7.22987 9.84482 -1.66318  0.138
125 H -8.85855 11.03249 -0.19624  0.085
126 H -8.20772 9.60363 0.61933  0.084
127 H -9.79563 9.53486 -0.15381  0.071